1.
C3H7N5O4 as an isolated structure, computed with wB97M-V/def2-TZVPD.

Geometry as XYZ:
```
19
Properties=species:S:1:pos:R:3:lowdin_charge:R:1
C -0.9133 -1.6905 2.1234 -0.46
C -1.0507 0.7857 -0.1470 -0.27
C 0.6653 0.9970 -1.5751 -0.62
H 0.9675 0.5693 1.4335 0.07
H 0.4085 -1.1693 3.4803 0.22
H -2.4749 -1.7099 0.6463 0.21
H -0.3228 -1.1574 -0.5767 0.20
H -1.3607 1.4336 0.8792 0.20
H 0.3101 1.3944 -3.6193 0.36
H 2.9437 0.6471 -2.8770 0.22
N 0.3042 -0.8882 2.3428 -0.03
N -1.6463 -1.1670 1.1105 0.07
N -0.9514 -0.5243 0.0471 -0.01
N -0.5034 1.6515 -0.9377 0.09
N 1.3481 2.0867 -2.3859 0.13
O 0.3633 0.4739 2.1457 -0.05
O -1.3416 -2.6796 2.8299 0.00
O 1.1927 -0.0457 -1.2310 0.00
O 2.0619 0.9926 -3.6890 -0.33
```

E_tot: -18852.5200 eV
2S+1: 1
Relative energy (zero: lowest compared OMol25 entry of this formula, charge and spin): 774.2 kJ/mol
HOMO: -9.9 eV

2.
One molecule with the formula CH3O3PS, computed with wB97M-V/def2-TZVPD.

Geometry as XYZ:
```
9
Properties=species:S:1:pos:R:3:lowdin_charge:R:1
C 0.1307 0.0829 0.0744 -0.15
O 1.9256 2.2478 -0.6557 -0.30
O 2.7881 -0.4449 -1.0500 -0.58
O 2.6288 0.4078 1.1061 -0.57
P 1.7639 0.8155 -0.2090 0.50
S 3.3547 -0.9698 0.4173 0.88
H -0.1649 0.2205 1.1428 0.07
H -0.4534 0.5920 -0.7179 0.06
H 0.3566 -1.0500 -0.0322 0.08
```

E_tot: -27349.9105 eV
2S+1: 3
Relative energy (zero: lowest compared OMol25 entry of this formula, charge and spin): 74.7 kJ/mol
HOMO (alpha / beta): -6.9 / -11.4 eV

3.
One molecule with the formula C5H6O, computed with wB97M-V/def2-TZVPD.

Geometry as XYZ:
```
12
Properties=species:S:1:pos:R:3:lowdin_charge:R:1
C -2.5241 0.0278 -0.0930 0.04
C -1.2446 -0.1691 0.2742 -0.23
C -0.2039 -0.0406 -0.7097 0.09
C 1.0059 0.5328 -0.1679 -0.35
C 2.1333 -0.4398 -0.0684 -0.12
O 2.1641 0.5922 -1.0067 -0.04
H -3.3220 0.0832 0.6433 0.06
H -1.0226 -0.3275 1.3355 0.11
H -2.7833 0.2099 -1.1319 0.06
H 0.9897 1.3193 0.5933 0.15
H 2.0130 -1.4479 -0.4627 0.12
H 2.7946 -0.3404 0.7938 0.12
```

E_tot: -7324.4053 eV
2S+1: 1
Relative energy (zero: lowest compared OMol25 entry of this formula, charge and spin): 470.8 kJ/mol
HOMO: -8.5 eV

Max |F| (eV/A)
7.92; 3.97; 0.38